Record 1
This record from OMol25 describes a molecular structure, C33H22Br2IKNO3P. The level of theory is the ωB97M-V functional and the def2-TZVPD basis.

The total charge is -2. The total energy is -216013.51813 eV. Its HOMO energy is -1.8919 eV.

Each line ends with the natural charge from an NBO analysis.
Positions of all 64 atoms, in Å:
1 K -0.152 0.257 0.771  0.92
2 I -2.560 2.773 -0.313  0.12
3 C -4.263 1.549 -0.165  -0.08
4 C -5.346 1.879 -0.931  -0.30
5 C -6.512 1.084 -0.864  -0.23
6 C -6.547 -0.003 -0.041  -0.24
7 C -5.424 -0.354 0.753  0.01
8 C -5.459 -1.497 1.587  -0.28
9 C -4.358 -1.814 2.334  -0.22
10 C -3.190 -1.018 2.267  -0.33
11 C -3.047 0.110 1.470  -0.35
12 C -4.228 0.425 0.716  -0.19
13 H -5.310 2.738 -1.587  0.21
14 H -7.371 1.343 -1.473  0.19
15 H -7.437 -0.623 0.015  0.19
16 H -6.361 -2.101 1.620  0.18
17 H -4.380 -2.690 2.978  0.18
18 H -2.355 -1.338 2.892  0.18
19 O 2.422 0.945 4.988  -0.75
20 C 2.284 0.946 3.756  0.78
21 O 1.275 0.630 3.071  -0.81
22 C 3.511 1.424 2.923  -0.87
23 P 3.151 1.189 1.147  0.84
24 C 4.720 1.717 0.324  -0.21
25 C 5.720 2.489 0.915  -0.25
26 C 6.865 2.831 0.208  -0.23
27 C 7.024 2.415 -1.108  -0.24
28 C 6.037 1.646 -1.707  -0.21
29 C 4.902 1.289 -0.991  -0.24
30 C 2.148 2.687 0.739  -0.23
31 C 1.894 2.953 -0.609  -0.25
32 C 1.086 4.016 -0.983  -0.21
33 C 0.506 4.827 -0.015  -0.24
34 C 0.734 4.557 1.326  -0.22
35 C 1.546 3.494 1.702  -0.24
36 H 4.374 0.808 3.192  0.24
37 H 3.749 2.451 3.210  0.22
38 H 5.600 2.829 1.936  0.21
39 H 7.634 3.431 0.682  0.19
40 H 7.915 2.688 -1.661  0.19
41 H 6.148 1.314 -2.733  0.20
42 H 4.136 0.676 -1.456  0.25
43 H 2.292 2.295 -1.372  0.24
44 H 0.890 4.191 -2.034  0.21
45 H -0.144 5.645 -0.305  0.20
46 H 0.258 5.159 2.091  0.20
47 H 1.674 3.276 2.753  0.23
48 Br 2.873 0.949 -4.195  -0.02
49 C 1.129 0.190 -4.087  -0.27
50 C 0.442 -0.036 -5.276  -0.21
51 C -0.824 -0.552 -5.266  -0.19
52 Br -1.715 -0.838 -6.935  -0.04
53 C -1.468 -0.864 -4.042  -0.04
54 C -2.783 -1.371 -3.937  -0.18
55 C -3.314 -1.635 -2.707  -0.26
56 C -2.530 -1.399 -1.566  0.03
57 N -1.310 -0.922 -1.629  -0.42
58 C -0.762 -0.644 -2.832  0.05
59 C 0.611 -0.087 -2.798  0.47
60 O 1.214 0.114 -1.722  -0.74
61 H 0.920 0.207 -6.216  0.22
62 H -3.359 -1.536 -4.839  0.21
63 H -4.326 -2.005 -2.597  0.21
64 H -2.927 -1.589 -0.574  0.21

Record 2
This record from OMol25 describes 3 unconnected molecules or ions with the total composition C26H54BFO6P. The level of theory is the ωB97M-V functional and the def2-TZVPD basis.

The total charge is -1. The total energy is -52806.69422 eV. Its HOMO energy is -3.8905 eV.

Each line ends with the Löwdin charge.
Positions of all 89 atoms, in Å:
1 C -1.174 0.340 -3.266  -0.11
2 C -1.975 1.714 -3.353  -0.23
3 C -3.498 1.379 -3.121  -0.22
4 C -4.007 1.780 -1.693  -0.21
5 C -3.034 1.420 -0.518  -0.22
6 C -3.769 0.658 0.624  -0.21
7 C -2.837 0.037 1.730  -0.18
8 C -1.378 0.619 1.789  -0.18
9 C -0.888 0.569 3.275  -0.15
10 C 0.612 0.164 3.498  -0.50
11 P 1.393 1.600 4.463  0.97
12 O 1.120 3.052 3.617  -0.32
13 O 3.099 1.425 4.423  -0.32
14 O 0.494 -1.064 4.237  -0.08
15 B 0.387 -2.113 3.165  -0.74
16 C 0.908 -3.594 3.630  -0.10
17 C 0.724 -4.698 2.538  -0.43
18 C -0.623 -4.596 1.744  -0.11
19 C 1.882 -4.736 1.487  -0.10
20 O 0.883 -1.580 1.858  -0.02
21 C 1.492 -0.376 2.303  -0.27
22 C 2.095 0.572 1.241  -0.25
23 F 1.174 1.173 0.384  -0.03
24 C 3.057 -0.300 0.339  -0.16
25 C 2.271 -0.948 -0.852  -0.11
26 H -1.169 -0.202 -4.229  0.07
27 H -1.745 -0.288 -2.545  0.06
28 H -0.169 0.518 -2.838  0.06
29 H -1.590 2.367 -2.546  0.10
30 H -1.780 2.179 -4.340  0.08
31 H -4.109 1.934 -3.867  0.09
32 H -3.685 0.293 -3.274  0.11
33 H -4.993 1.289 -1.523  0.10
34 H -4.211 2.877 -1.729  0.10
35 H -2.697 2.392 -0.084  0.11
36 H -2.114 0.890 -0.824  0.09
37 H -4.308 -0.195 0.139  0.10
38 H -4.565 1.252 1.126  0.10
39 H -2.763 -1.060 1.563  0.11
40 H -3.306 0.192 2.724  0.10
41 H -1.326 1.687 1.473  0.10
42 H -0.765 0.031 1.084  0.10
43 H -1.532 -0.068 3.914  0.12
44 H -1.022 1.606 3.691  0.08
45 H 0.390 3.478 4.065  0.02
46 H 3.404 2.030 3.732  0.02
47 H -0.822 -2.259 3.071  0.10
48 H 2.010 -3.556 3.869  0.09
49 H 0.387 -3.833 4.588  0.10
50 H 0.723 -5.697 3.044  0.11
51 H -1.438 -4.381 2.464  0.07
52 H -0.852 -5.527 1.171  0.06
53 H -0.609 -3.764 1.003  0.08
54 H 2.829 -5.028 1.989  0.07
55 H 1.637 -5.548 0.758  0.07
56 H 1.979 -3.803 0.898  0.07
57 H 2.410 -0.737 2.845  0.15
58 H 2.760 1.313 1.739  0.13
59 H 3.899 0.295 -0.062  0.10
60 H 3.430 -1.128 0.980  0.11
61 H 1.258 -1.285 -0.540  0.07
62 H 2.106 -0.218 -1.676  0.06
63 H 2.811 -1.849 -1.214  0.07
64 C 6.944 -0.527 4.451  -0.17
65 C 7.393 0.829 3.936  -0.18
66 C 7.216 0.671 2.436  -0.21
67 O 6.129 -0.240 2.244  -0.15
68 C 5.810 -0.861 3.499  -0.20
69 H 6.634 -0.520 5.495  0.11
70 H 7.755 -1.254 4.339  0.11
71 H 6.724 1.609 4.312  0.11
72 H 8.414 1.091 4.218  0.11
73 H 8.109 0.235 1.973  0.11
74 H 6.992 1.616 1.936  0.11
75 H 4.861 -0.444 3.851  0.10
76 H 5.684 -1.936 3.355  0.12
77 C -4.377 2.581 -8.368  -0.18
78 C -5.659 3.304 -7.998  -0.18
79 C -6.478 2.189 -7.372  -0.21
80 O -5.548 1.283 -6.771  -0.14
81 C -4.224 1.606 -7.213  -0.20
82 H -3.517 3.240 -8.484  0.11
83 H -4.515 2.033 -9.305  0.11
84 H -5.448 4.077 -7.253  0.11
85 H -6.159 3.775 -8.845  0.11
86 H -7.045 1.638 -8.131  0.11
87 H -7.175 2.552 -6.615  0.12
88 H -3.691 2.066 -6.374  0.10
89 H -3.700 0.693 -7.499  0.12

Record 3
This record from OMol25 describes 2 unconnected molecules or ions with the total composition CH6S3. The level of theory is the ωB97M-V functional and the def2-TZVPD basis.

As for the SMILES: CS.SS. The total charge is 0. The total energy is -33639.53958 eV. Its HOMO energy is -9.0112 eV.

Each line ends with the natural charge from an NBO analysis.
Positions of all 10 atoms, in Å:
1 C -0.121 -0.435 2.261  -0.75
2 S 0.533 0.566 0.907  -0.04
3 H -0.806 -1.207 1.924  0.21
4 H 0.701 -0.940 2.772  0.22
5 H -0.565 0.159 3.057  0.23
6 H -0.276 1.622 0.991  0.12
7 S 1.158 0.155 -2.759  -0.13
8 S -0.466 0.362 -3.901  -0.11
9 H 1.175 -1.109 -2.290  0.12
10 H -1.334 0.827 -2.963  0.12

Looking at lowest unoccupied orbital energy for the records above, in order, we have 3.87 2.21 0.56 eV.
Looking at Kohn-Sham gap for the records above, in order, we have 0.21158 0.22405 0.35189 hartree.